The following is a DFT calculation (ωB97M-V with the def2-TZVPD basis set) of a molecular structure, C30H43BCsF5N6Sb.

Each line ends with the Löwdin charge.
Cartesian coordinates (Å):
1 Cs -0.6675 -0.7265 -0.6631  0.878
2 C -3.3129 -3.9836 -1.4369  -0.044
3 C -3.5610 -2.5164 -1.2931  -0.424
4 C -3.7402 -1.5487 -2.2966  -0.030
5 C -3.9350 -0.3614 -1.6139  -0.331
6 C -4.2097 0.9846 -2.1999  -0.004
7 N -3.8414 -0.6349 -0.2941  -0.044
8 N -3.6288 -1.9600 -0.0911  0.078
9 B -4.0749 0.3080 0.9228  -0.538
10 N -3.4057 -0.3118 2.1631  0.003
11 N -2.0836 -0.5943 2.1590  0.050
12 C -1.8061 -1.1341 3.3327  -0.365
13 C -0.4168 -1.5835 3.6565  -0.043
14 C -2.9650 -1.1944 4.1313  -0.004
15 C -3.9643 -0.6676 3.3389  -0.290
16 C -5.4172 -0.5039 3.6419  -0.037
17 N -3.4722 1.6946 0.5906  -0.001
18 N -2.2039 1.7996 0.1269  0.024
19 C -1.9986 3.0769 -0.1494  -0.367
20 C -0.6792 3.5387 -0.6822  -0.030
21 C -3.1553 3.8266 0.1376  0.000
22 C -4.0707 2.9050 0.6023  -0.303
23 C -5.4819 3.1272 1.0354  -0.034
24 H -2.3920 -4.1796 -1.9914  0.070
25 H -4.1267 -4.4728 -1.9758  0.070
26 H -3.2298 -4.4364 -0.4496  0.071
27 H -3.7194 -1.6823 -3.3663  0.107
28 H -4.3342 0.8706 -3.2765  0.082
29 H -3.3976 1.6887 -2.0179  0.071
30 H -5.1238 1.4245 -1.7955  0.082
31 H -5.2551 0.4529 1.1370  0.113
32 H 0.2323 -1.4325 2.7925  0.047
33 H -0.3915 -2.6426 3.9217  0.072
34 H 0.0010 -1.0217 4.4951  0.073
35 H -3.0671 -1.5780 5.1339  0.095
36 H -5.6205 -0.8643 4.6499  0.072
37 H -6.0313 -1.0690 2.9397  0.080
38 H -5.7261 0.5404 3.5793  0.068
39 H -0.1761 2.7372 -1.2262  0.053
40 H -0.0188 3.8676 0.1239  0.072
41 H -0.8078 4.3781 -1.3666  0.075
42 H -3.3073 4.8876 0.0191  0.098
43 H -5.6418 2.8074 2.0661  0.072
44 H -6.1843 2.5726 0.4112  0.072
45 H -5.7172 4.1887 0.9637  0.074
46 C 4.5055 -0.7150 -2.3777  -0.162
47 C 4.9401 -0.9408 -0.9312  -0.572
48 C 6.0360 0.0426 -0.5353  -0.152
49 Sb 3.1996 -0.9473 0.3801  1.469
50 C 3.5468 0.8899 1.4734  -0.597
51 C 2.7895 0.8485 2.7983  -0.157
52 C 3.1000 2.0802 0.6283  -0.154
53 C 3.9912 -2.3142 1.8828  -0.601
54 C 3.9243 -3.7420 1.3470  -0.176
55 C 5.3871 -1.9830 2.3934  -0.153
56 H 5.3577 -0.8346 -3.0549  0.075
57 H 4.1101 0.2930 -2.5153  0.057
58 H 3.7209 -1.4065 -2.6882  0.064
59 H 5.3296 -1.9607 -0.8324  0.069
60 H 5.6829 1.0733 -0.6137  0.067
61 H 6.8931 -0.0561 -1.2100  0.075
62 H 6.3932 -0.1122 0.4833  0.050
63 H 4.6196 0.9594 1.6682  0.068
64 H 1.7136 0.7360 2.6363  0.067
65 H 2.9365 1.7827 3.3500  0.076
66 H 3.1169 0.0279 3.4409  0.057
67 H 2.0297 2.0311 0.4130  0.064
68 H 3.6102 2.1294 -0.3343  0.051
69 H 3.2865 3.0184 1.1619  0.079
70 H 3.2798 -2.2242 2.7101  0.067
71 H 4.5724 -3.8705 0.4753  0.063
72 H 2.9109 -4.0153 1.0466  0.061
73 H 4.2561 -4.4587 2.1055  0.071
74 H 6.1281 -2.0840 1.5967  0.063
75 H 5.6774 -2.6708 3.1955  0.072
76 H 5.4552 -0.9670 2.7870  0.060
77 F -0.6150 -1.2199 -4.0114  -0.027
78 C 0.3070 -0.2155 -4.2413  -0.292
79 C 0.8766 0.4366 -3.1805  -0.083
80 C 1.7592 1.4151 -3.5470  -0.298
81 F 2.4087 2.1585 -2.5820  -0.003
82 C 2.0886 1.7446 -4.8504  -0.166
83 F 2.9734 2.7193 -5.1544  0.075
84 C 1.4844 1.0417 -5.8793  -0.156
85 F 1.7767 1.3267 -7.1627  0.084
86 C 0.5764 0.0440 -5.5743  -0.165
87 F -0.0097 -0.6375 -6.5831  0.075

Cartesian forces (eV/Å) of the 2 atoms listed first:
Cs -0.079 -0.142 0.016
C 0.013 0.004 -0.002

charge = -1
ΔE to the lowest compared entry with this formula, charge and spin = 0.00 kJ/mol
DFT total energy = -62101.23132 eV
highest occupied orbital energy = -5.324 eV
LUMO level = 2.053 eV